78
Properties=species:S:1:pos:R:3:forces:R:3:mulliken_charge:R:1 method="wB97M-V/def2-TZVPD" lumo_ev=-2.5 charge=+1 e_above_lowest_ev=0.000 orbital_gap_ev=8.86
Ba 0.108623 0.343475 -0.404687 -1.31 0.35 -1.63 0.21
Cl -1.887847 3.236060 -2.815065 -0.79 1.72 -0.18 1.88
O -1.183977 2.671035 -1.706496 1.48 -1.61 1.48 -0.58
O -2.340433 2.186466 -3.702852 0.18 -0.18 -0.02 -0.74
O -2.991331 3.949852 -2.259298 -0.78 -0.06 -0.19 -0.72
O -1.014797 4.154476 -3.474936 0.28 -0.27 -0.66 -0.70
C -0.223558 -3.877479 0.242700 -0.62 0.34 0.06 -1.10
O 0.436944 -2.739296 -0.312713 0.12 -0.08 -0.12 0.45
C 1.734781 -3.153567 -0.720573 0.24 0.11 -0.47 -1.18
C 2.510905 -2.023032 -1.400570 -1.35 -0.90 1.23 -0.49
N 2.555641 -0.900585 -0.445596 0.27 -0.73 -0.91 -0.25
C 3.435401 0.053904 -1.108838 0.38 0.95 1.25 -0.70
C 3.485843 1.452790 -0.449786 -1.48 -1.30 -1.50 -0.73
O 2.113657 2.060759 -0.577940 3.61 -0.33 0.09 0.41
C 2.306241 3.451544 -0.543795 -1.88 2.23 0.06 -1.34
H 0.428614 -4.331716 0.988945 -0.09 -0.31 -0.08 0.39
H -0.540146 -4.560331 -0.546850 0.44 -0.28 -0.05 0.34
H -1.153899 -3.591052 0.733293 0.19 0.44 0.10 0.24
H 1.673327 -4.016419 -1.386130 -0.09 -0.07 -0.13 0.45
H 2.268911 -3.489289 0.171261 0.25 -0.04 0.13 0.58
H 2.011501 -1.697932 -2.313761 0.04 -0.05 -0.09 0.21
H 3.515960 -2.387699 -1.618511 0.05 -0.04 -0.27 0.42
H 2.913349 -1.339650 0.393115 0.45 0.57 0.36 0.14
H 3.037489 0.056727 -2.123446 0.38 0.74 -0.14 0.24
H 4.461785 -0.318539 -1.107877 0.18 -0.03 -0.31 0.44
H 4.230034 2.010255 -1.018341 -0.28 0.42 0.03 0.56
H 3.852689 1.355851 0.572759 -0.46 0.30 0.28 0.34
H 2.501671 3.871701 0.444362 0.71 -0.50 0.22 0.34
H 1.373635 3.972253 -0.772068 -0.51 -0.59 -0.14 0.25
H 2.939480 3.920734 -1.297730 0.70 -0.80 0.01 0.44
C -3.048297 1.474009 1.299796 -0.54 0.43 1.05 -1.13
O -2.511560 0.770676 0.219138 -0.41 -0.64 -0.51 0.70
C -3.581204 0.275927 -0.672249 0.67 1.09 1.08 -1.06
C -3.036196 -0.885503 -1.475616 -0.82 0.98 0.25 -0.60
N -1.919326 -0.454191 -2.273917 0.22 0.19 1.30 -0.01
C -1.243920 -1.477697 -3.029893 0.97 1.08 0.48 -0.03
C -0.223099 -0.733488 -3.878652 -0.34 0.90 -3.26 -1.43
O 0.459930 0.378041 -3.313668 -0.49 -1.41 1.66 0.70
C 0.967220 1.399850 -4.146585 0.13 0.62 0.57 -1.00
H -3.826743 2.176528 0.999321 -0.02 0.02 -0.17 0.30
H -2.319914 2.041720 1.877959 0.44 -0.02 -0.64 0.14
H -3.457048 0.811484 2.066246 -0.43 -0.35 -0.21 0.41
H -3.932328 1.132457 -1.250230 0.28 -0.01 -0.44 0.42
H -4.423622 0.034736 -0.022529 -0.02 -0.62 -0.10 0.55
H -3.862253 -1.159484 -2.135886 -0.21 -0.85 0.23 0.49
H -2.751858 -1.629389 -0.730255 -0.03 -0.52 -0.40 0.11
H -2.232465 0.326586 -2.838554 0.31 0.27 -0.39 -0.09
H -1.975484 -2.042973 -3.609230 0.47 -0.33 -0.47 0.44
H -0.651805 -2.124110 -2.379670 -0.55 -0.36 0.37 -0.16
H -0.768924 -0.308081 -4.724918 -0.36 0.06 -0.12 0.61
H 0.486814 -1.373894 -4.406772 0.23 -0.49 0.45 0.49
H 1.701595 1.037765 -4.866847 0.12 -0.08 0.08 0.32
H 1.386368 2.046107 -3.374558 0.60 0.26 -0.48 0.09
H 0.235678 2.040409 -4.640842 -0.50 -0.53 -0.09 0.35
C -0.346851 3.573009 1.584812 -0.42 -0.19 0.35 -1.45
O 0.172415 2.255257 1.389669 0.33 -0.55 1.16 0.48
C 0.699855 1.715887 2.636327 -0.77 0.77 0.15 -0.82
C 1.024544 0.241367 2.643780 0.55 1.16 0.49 -0.67
N -0.047450 -0.580391 2.141043 -0.32 -2.44 0.36 1.10
C -1.212727 -0.752099 3.039754 0.02 1.47 1.81 -0.82
C -0.801716 -1.648958 4.244837 -1.07 -0.19 -0.54 -0.96
O -0.429572 -2.922980 3.719145 0.11 0.00 0.03 -0.23
C 0.068757 -3.915705 4.636079 -0.06 0.20 -0.26 -0.87
H -1.017476 3.585631 2.446157 0.03 -0.07 0.23 0.58
H -0.979158 3.826867 0.734746 0.50 0.09 -0.27 0.24
H 0.456253 4.277257 1.802454 0.02 0.11 -0.35 0.35
H -0.091859 1.852361 3.375032 0.08 0.39 0.22 0.50
H 1.583219 2.284516 2.929663 -0.01 0.11 0.11 0.46
H 1.294555 -0.069406 3.655006 -0.11 0.55 0.41 0.53
H 1.993704 0.109176 2.158530 -0.30 -0.49 -0.87 -0.05
H 0.275016 -1.489048 2.459055 0.99 -0.90 -1.86 -0.13
H -2.145978 -1.097801 2.596897 0.47 -0.27 -0.63 0.13
H -1.432171 0.251155 3.408953 -0.41 -0.12 0.42 0.39
H -1.662730 -1.810504 4.894745 0.00 0.33 0.23 0.56
H -0.010359 -1.131141 4.788386 0.22 -0.35 0.25 0.36
H -0.135653 -4.908583 4.235926 0.16 0.19 -0.49 0.24
H -0.430025 -3.956714 5.605245 -0.05 0.68 0.09 0.36
H 1.143353 -3.767957 4.743574 0.01 -0.14 0.28 0.33

=====

164
Properties=species:S:1:pos:R:3:forces:R:3:mulliken_charge:R:1 method="wB97M-V/def2-TZVPD" lumo_ev=-0.1 charge=0 orbital_gap_ev=9.03
C 1.672078 -2.344329 5.707685 0.02 0.74 0.65 -0.69
C 1.004842 -1.033103 6.197816 -0.85 0.10 0.70 -1.05
C 0.763933 -0.079745 5.030428 0.07 -0.52 0.05 0.12
S 2.266697 -0.286428 4.041256 -0.79 0.52 0.53 0.63
O 3.343555 0.502904 4.593826 -0.07 -0.31 0.06 -0.72
O 1.961863 -0.120559 2.638140 0.19 -0.08 -0.15 -0.15
C 2.444529 -2.035025 4.429211 -0.34 -0.12 -0.67 0.39
H 0.878951 -3.074598 5.557761 0.15 -0.10 -0.36 0.31
H 2.306398 -2.725001 6.506373 0.12 -0.05 -0.11 0.31
H 1.539798 -0.557769 7.020798 0.42 0.08 -0.33 0.34
H 0.035799 -1.261685 6.649886 0.01 -0.09 -0.11 0.47
H 0.523124 0.939991 5.323668 0.54 0.16 -0.07 0.24
H -0.085513 -0.421008 4.432037 0.22 -0.16 -0.22 0.04
H 3.509434 -2.255477 4.407763 -0.01 -0.08 0.16 0.65
H 1.947178 -2.513412 3.583341 0.34 -0.04 -0.05 -0.77
C 1.999025 3.725190 -3.142250 -0.59 0.36 -0.12 -0.74
C 3.386223 3.975772 -2.503846 -0.82 -0.56 -0.48 -0.14
C 3.263549 5.278119 -1.751473 0.82 0.51 0.25 -1.12
S 1.617580 5.325634 -1.038708 0.11 0.07 -0.32 1.09
O 1.024028 6.604679 -1.371397 -0.10 -0.50 0.06 -0.71
O 1.656116 4.934587 0.359709 0.01 -0.05 -0.31 -0.53
C 0.949630 3.954994 -2.062202 -0.03 0.46 1.51 0.93
H 1.892271 2.724356 -3.556796 0.05 -0.03 0.03 0.35
H 1.788523 4.442200 -3.939687 0.24 -0.06 -0.12 0.43
H 4.121940 4.047070 -3.304318 0.20 -0.02 0.17 0.56
H 3.593164 3.105912 -1.876430 0.27 0.22 0.15 -0.11
H 3.383075 6.130407 -2.422055 -0.45 -0.03 -0.10 0.40
H 4.003824 5.457202 -0.970244 -0.17 -0.33 0.20 0.48
H -0.064311 4.285527 -2.277854 0.17 0.02 -0.71 -0.23
H 0.823606 3.125738 -1.361546 0.34 -0.12 -0.12 -0.63
C -1.953016 4.984892 0.860758 1.05 -0.47 -0.01 1.73
C -2.753776 5.718558 1.927233 -0.19 0.46 -0.02 -1.16
C -4.166778 5.854579 1.364248 0.36 -0.54 -0.01 -0.21
S -3.894542 6.288846 -0.378383 0.46 -0.40 0.53 1.12
O -3.927148 7.720759 -0.543267 -0.32 -0.14 -0.14 -0.74
O -4.730651 5.413795 -1.183963 0.22 0.33 -0.02 -0.61
C -2.141959 5.743237 -0.433566 -0.63 0.70 -0.71 -0.39
H -2.195871 3.928361 0.703850 -0.50 0.09 0.30 -0.56
H -0.906690 4.948090 1.174842 0.01 0.31 -0.26 -0.50
H -2.324749 6.714766 2.067164 0.10 -0.04 -0.03 0.39
H -2.691294 5.242002 2.901509 -0.26 -0.15 -0.05 0.44
H -4.837765 6.555669 1.851169 0.10 0.19 -0.11 0.58
H -4.595262 4.852930 1.371494 -0.28 0.17 -0.16 -0.37
H -1.545180 6.650601 -0.535998 -0.06 0.07 0.41 0.43
H -2.014610 5.235931 -1.390681 -0.09 -0.47 0.26 -0.24
C 2.840235 -6.582029 2.746441 1.00 0.22 -0.01 -0.61
C 1.399269 -6.781129 3.265895 0.10 0.19 -0.04 -0.78
C 0.428411 -5.881011 2.481283 0.20 -0.18 -0.67 -0.61
S 1.402933 -5.030503 1.214135 -0.27 -0.69 0.91 1.37
O 1.834233 -3.775169 1.787165 -0.03 0.19 -0.32 -0.24
O 0.712967 -5.058903 -0.060334 0.28 0.21 0.17 -1.05
C 2.783500 -6.199328 1.277125 -1.67 0.47 -0.40 -0.83
H 3.482999 -7.460010 2.827408 -0.35 -0.23 0.17 0.50
H 3.367827 -5.830580 3.338023 -0.18 0.24 -0.15 0.21
H 1.355463 -6.538143 4.324819 0.01 -0.12 0.04 0.37
H 1.091971 -7.817671 3.142418 0.03 -0.02 0.04 0.29
H -0.074979 -5.105951 3.051294 0.00 -0.06 0.10 0.01
H -0.292129 -6.474125 1.922165 -0.19 0.13 0.13 0.52
H 3.582299 -5.689285 0.745749 0.41 -0.34 0.27 0.38
H 2.354378 -7.029710 0.709245 0.48 -0.08 -0.24 0.45
C 6.674470 0.473865 -2.768222 0.22 0.25 -0.18 -0.53
C 6.201064 0.857250 -4.180651 -0.93 0.51 0.03 -0.71
C 4.655335 0.860085 -4.152098 -0.29 -1.53 -0.12 -0.37
S 4.174008 -0.283201 -2.783814 0.44 1.01 -0.73 1.28
O 3.463715 -1.454531 -3.246350 0.08 0.71 0.36 -0.79
O 3.646039 0.612898 -1.772601 -0.21 -0.68 0.38 -0.56
C 5.852601 -0.734966 -2.386724 0.19 -0.60 -0.14 0.14
H 6.486558 1.312840 -2.094484 -0.09 -0.03 0.04 0.26
H 7.747961 0.289389 -2.739521 -0.03 -0.18 -0.01 0.44
H 6.451396 0.158948 -4.977982 0.60 -0.17 0.32 0.30
H 6.574702 1.841520 -4.458865 0.04 -0.02 -0.07 0.39
H 4.228025 0.320516 -4.998956 0.07 0.44 -0.29 0.48
H 4.150526 1.809322 -4.017131 0.07 0.02 0.22 -0.27
H 6.104226 -1.554326 -3.065260 -0.16 -0.07 0.04 0.43
H 5.905480 -1.140842 -1.380041 -0.03 0.32 0.12 -0.66
C -5.035734 2.262460 0.681388 0.58 -0.07 0.00 0.71
C -4.719668 1.575816 2.041312 -0.05 0.56 -0.89 -0.85
C -4.487963 0.088020 1.818717 -0.92 -0.75 -0.29 0.30
S -5.321730 -0.368977 0.242434 0.06 1.93 0.00 0.80
O -6.417138 -1.287488 0.421320 0.20 -0.18 0.14 -0.82
O -4.344167 -0.631714 -0.790681 0.32 -0.49 0.14 -0.12
C -5.940692 1.300659 -0.047590 -1.26 -0.51 0.79 -1.54
H -4.095139 2.501690 0.180891 -0.10 -0.18 -0.27 -0.82
H -5.569666 3.198479 0.833158 0.03 -0.01 0.00 0.70
H -5.594447 1.720574 2.674496 0.20 -0.01 0.28 0.50
H -3.832946 2.057259 2.448426 -0.08 -0.11 0.34 0.17
H -5.069679 -0.493130 2.533241 0.45 -0.18 0.20 0.76
H -3.454295 -0.239685 1.754926 0.03 0.04 0.05 -0.65
H -6.864319 1.307434 0.548930 -0.08 -0.14 -0.17 0.42
H -6.279439 1.433344 -1.072391 0.60 0.10 -0.18 0.59
C 2.010204 3.597704 3.186813 -0.11 0.51 1.16 0.06
C 0.740252 2.943679 2.644491 -0.09 0.05 -1.03 2.46
O -0.249703 2.953620 3.682699 0.03 0.37 0.99 -0.04
S 0.014910 4.222803 4.638284 0.36 0.28 -0.53 1.10
O -0.316190 3.909869 5.983895 0.12 -0.37 -0.20 -0.63
O -0.557922 5.405953 4.066038 0.36 -0.62 -0.03 -0.56
O 1.596206 4.215679 4.452395 -0.58 0.10 0.25 -0.47
H 2.410926 4.406546 2.584119 -0.13 -0.24 -0.34 0.23
H 2.783981 2.898131 3.494391 -0.03 -0.14 -0.26 0.24
H 0.918023 1.912275 2.355215 -0.13 -0.02 0.05 -1.05
H 0.324182 3.496627 1.804090 0.27 -0.07 -0.04 -1.31
C -3.659542 2.094301 -4.243280 1.04 -0.31 0.82 -0.39
C -3.526099 3.184501 -3.186310 -1.40 -0.49 -0.66 0.26
O -2.138367 3.387743 -3.097790 1.11 0.73 -0.10 -0.18
S -1.347907 2.938768 -4.442723 -1.56 -0.79 0.89 0.92
O -0.618048 1.781896 -4.045868 0.41 0.37 -0.62 -0.19
O -0.729759 4.045876 -5.085880 -0.23 -0.35 0.13 -0.64
O -2.680953 2.501327 -5.233314 0.40 0.65 -0.48 -0.51
H -4.665535 1.962726 -4.623868 0.18 0.21 -0.55 0.44
H -3.246274 1.155230 -3.864152 -0.56 -0.12 0.26 0.17
H -3.972495 2.844313 -2.252284 0.51 0.09 0.22 -0.43
H -4.034896 4.103886 -3.486932 0.15 0.01 0.01 0.46
C 1.047884 -0.479138 -0.331021 0.39 0.11 -0.40 -0.76
C 0.059047 -1.303821 0.466554 -0.29 0.46 0.02 1.94
O -1.225491 -0.916517 -0.089799 -0.56 0.24 -0.08 -0.13
S -1.228037 0.635424 -0.417955 0.86 0.05 -0.22 -0.23
O -1.557017 1.412244 0.749490 0.21 -0.48 -0.38 -0.27
O -1.953744 0.879010 -1.614495 -0.05 -0.15 0.31 0.51
O 0.342755 0.727812 -0.724713 -1.01 0.57 0.66 0.23
H 1.333310 -0.909971 -1.284203 0.13 -0.48 0.25 -0.55
H 1.913305 -0.206184 0.264365 -0.02 0.09 -0.05 0.63
H 0.040972 -1.036603 1.520848 0.19 -0.15 0.01 -0.02
H 0.161049 -2.370676 0.316028 0.04 -0.02 0.02 -1.54
C -4.183873 -3.697493 0.660235 0.00 -0.81 -1.14 -0.16
C -2.747192 -3.829713 0.217880 -0.10 -0.18 0.08 1.10
O -2.121199 -4.398585 1.399549 -0.21 0.35 1.04 -0.31
S -2.702073 -3.575255 2.659296 -0.32 0.02 -0.36 0.85
O -1.895845 -2.417586 2.887277 -0.23 -0.05 -0.24 -0.27
O -2.961185 -4.438681 3.757420 0.22 -0.23 -0.28 -0.73
O -4.110287 -3.151220 1.985511 0.66 0.16 0.09 -0.31
H -4.668144 -4.675692 0.686474 0.09 -0.05 0.30 0.40
H -4.746282 -3.120757 -0.068346 -0.09 0.63 0.59 -0.10
H -2.286185 -2.864201 0.025276 -0.07 0.01 -0.24 -0.88
H -2.618012 -4.531858 -0.600281 0.07 0.07 -0.02 0.50
C 6.101009 -2.789320 1.150562 0.07 0.87 -1.40 -0.66
C 4.715307 -2.901025 0.524612 0.56 -0.72 1.32 0.41
O 4.779467 -3.463525 -0.761128 -0.21 0.32 -0.48 -0.50
O 6.698647 -4.086000 1.075548 -0.08 0.41 0.78 -0.56
H 6.079334 -2.302710 2.129683 -0.17 -0.59 0.30 0.38
H 6.695071 -2.100445 0.528519 0.02 -0.09 -0.01 0.29
H 4.216892 -1.932280 0.527517 -0.01 0.02 -0.40 0.16
H 4.148692 -3.554263 1.196619 -0.22 0.12 -0.05 -0.30
H 5.352833 -4.237265 -0.738075 0.09 0.06 0.17 0.36
H 7.507362 -4.024662 1.594221 0.06 -0.33 -0.15 0.31
C -0.238679 -1.738684 -3.822866 1.79 0.52 0.46 0.01
C -0.376786 -2.812463 -2.773976 -1.21 -0.70 0.60 0.81
O 0.851428 -3.000525 -2.099312 0.69 0.52 -0.40 -0.42
O 0.888489 -2.022799 -4.666540 -0.68 -0.31 -0.26 -0.71
H 0.032628 -0.790608 -3.335534 -0.53 0.03 0.20 -0.20
H -1.142991 -1.572064 -4.397128 -0.02 -0.28 -0.14 0.38
H -0.737505 -3.753954 -3.211304 0.23 0.03 -0.20 0.49
H -1.151532 -2.528003 -2.049882 -0.06 0.20 -0.18 -0.61
H 0.839619 -3.690382 -1.427654 -0.38 -0.24 -0.20 0.13
H 1.611196 -2.221888 -4.056016 0.08 0.07 -0.09 0.35
C -4.481019 -3.804530 -4.128530 0.42 -0.56 -0.70 -0.57
C -4.831636 -2.545523 -3.375547 0.52 0.12 -0.03 -0.06
O -3.624415 -1.797701 -3.231663 -0.18 -0.07 0.30 -0.27
O -4.219032 -4.854906 -3.189708 -0.15 0.14 0.23 -0.52
H -3.572583 -3.634580 -4.716035 0.04 0.33 0.13 0.24
H -5.210448 -4.132653 -4.878001 -0.43 0.14 0.39 0.40
H -5.228064 -2.841739 -2.399494 -0.10 0.08 -0.02 0.11
H -5.573171 -1.920520 -3.879438 -0.13 -0.23 -0.16 0.27
H -3.703437 -1.297861 -2.406390 0.11 0.11 -0.08 0.15
H -3.805504 -5.586233 -3.654485 0.02 -0.01 -0.05 0.28

=====

22
Properties=species:S:1:pos:R:3:forces:R:3:nbo_charge:R:1 method="wB97M-V/def2-TZVPD" lumo_ev=-3.4 smiles="C=C(/C=C/C)CC[NH3+]" charge=+1 e_above_lowest_ev=0.475 orbital_gap_ev=9.18
C -2.173727 -0.939561 -0.636666 -0.66 -0.02 1.01 -0.31
C -0.995127 -0.544761 -0.154969 -0.03 -0.79 -0.89 -0.09
C 0.133446 -0.280210 -1.100959 0.05 0.27 0.95 -0.29
C 1.387322 -0.690844 -0.895336 -0.07 0.52 -0.05 -0.14
C 2.519676 -0.463988 -1.869254 -0.47 -0.33 0.49 -0.66
C -0.777277 -0.493405 1.335456 -0.58 0.91 0.16 -0.45
C -0.813866 0.952917 1.844679 0.49 -0.47 -0.01 -0.21
N 0.254460 1.760115 1.131259 -0.80 0.37 0.84 -0.67
H -2.484896 -1.064070 -1.656945 0.47 0.20 -0.46 0.22
H -2.962135 -1.215413 0.063970 0.12 0.09 -0.03 0.20
H -0.118546 0.324998 -1.958676 -0.02 -0.18 -0.50 0.22
H 1.599792 -1.226405 0.027748 0.08 -0.17 -0.16 0.19
H 3.451081 -0.815498 -1.449590 0.31 0.18 0.10 0.23
H 2.330603 -1.091717 -2.728983 0.03 0.03 -0.47 0.24
H 2.591778 0.581284 -2.172102 0.07 -0.13 -0.07 0.23
H -1.602192 -0.968826 1.865284 0.09 -0.29 -0.10 0.26
H 0.144941 -0.953769 1.656739 0.32 -0.28 0.02 0.22
H -0.594118 1.007681 2.904192 0.06 0.05 0.18 0.23
H -1.770700 1.419139 1.664763 -0.17 0.18 -0.23 0.23
H 0.106623 1.667571 0.127147 0.42 -0.08 -0.25 0.46
H 0.201204 2.740765 1.407314 0.00 0.08 -0.13 0.44
H 1.167138 1.415280 1.410946 0.29 -0.15 -0.38 0.44

=====

8
Properties=species:S:1:pos:R:3:forces:R:3:mulliken_spin:R:1 method="wB97M-V/def2-TZVPD" lumo_ev="-12.2 / -12.1" s2=3.80 charge=+2 spin_multiplicity=4 e_above_lowest_ev=0.000 orbital_gap_ev="7.25 / 8.15"
O 0.403493 1.054384 0.492481 0.31 -4.48 -2.44 0.58
Pr 0.863987 -0.840027 -0.536343 -1.16 4.13 2.39 2.08
C -1.636123 0.655767 0.158430 -0.96 -0.59 0.02 -0.13
C -2.141922 -0.656802 0.049411 1.17 0.35 -0.05 0.45
H -1.763547 1.071715 1.166649 0.46 0.31 -0.51 0.02
H -1.721104 1.267777 -0.749788 0.25 0.09 0.65 0.00
H -2.304923 -1.269547 0.941140 -0.05 0.15 -0.24 0.01
H -2.449320 -1.060388 -0.919840 -0.03 0.04 0.18 -0.01

=====

Computed E, in the same sequence as the records: -57543.245 -218697.616 -8968.603 -18232.209 eV.
Computed strongest force on any atom, in the same sequence as the records: 3.62 1.96 1.22 5.11 eV Å⁻¹.